# 1
Entry from OMol25: C6H12O4Tb as an isolated structure in a non-equilibrium geometry (ωB97M-V with the def2-TZVPD basis set).

Element x y z (Å)
Tb1 -1.67067 2.15713 -0.60440
O1 -0.93924 0.28446 -1.77500
O2 -0.71977 1.05134 1.07957
O3 1.32872 -1.96306 3.13449
O4 -0.35981 2.93571 -1.82253
C1 0.37749 0.22989 2.15237
C2 1.40460 -3.01032 2.52441
C3 -1.12670 -0.61153 -0.63435
C4 -1.74352 0.19801 0.47608
C5 0.25852 2.08242 -2.72957
C6 0.37304 0.65432 -2.18791
H1 -0.32614 -0.05541 2.94840
H2 1.05307 0.63385 -1.31858
H3 1.28366 2.41815 -2.98288
H4 -0.13375 -1.04346 -0.40894
H5 -0.30174 2.03364 -3.68778
H6 -2.24419 -0.43992 1.22184
H7 -1.80185 -1.42051 -0.94900
H8 0.75818 -0.04405 -2.94893
H9 1.22724 -3.96975 3.04429
H10 1.10898 -0.13389 1.41569
H11 0.94089 1.04259 2.62611
H12 1.25298 -3.02961 1.42664

Properties
maximum force: 4.1 eV Å⁻¹
relative energy (zero: lowest compared OMol25 entry of this formula, charge and spin): 0.0 kcal/mol
highest occupied orbital energy (alpha / beta): -12.1 / -12.0 eV
multiplicity: 7
⟨S²⟩: 12.783
total charge: +1
HOMO-LUMO gap (alpha / beta): 7.79 / 8.49 eV

=====

# 2
Entry from OMol25: an isolated molecule of C5H12N2 in a non-equilibrium geometry (ωB97M-V with the def2-TZVPD basis set).

Element x y z (Å)
N1 0.50935 0.82186 -0.01052
N2 1.57848 0.04018 0.36137
C1 -1.82242 0.31077 -1.18418
C2 -0.97547 0.15486 0.10898
C3 2.68838 0.03046 -0.62110
C4 -1.12825 -1.16722 0.98671
C5 -0.52057 1.36136 0.84611
H1 -2.18145 -1.22984 1.29134
H2 2.19475 -0.45993 -1.53372
H3 2.91575 1.05074 -1.05430
H4 -0.82209 -2.10016 0.44001
H5 -1.15048 0.37629 -2.13855
H6 -0.36798 1.40010 1.95004
H7 -2.55843 1.17818 -1.23848
H8 -0.91374 2.38919 0.62100
H9 -0.33534 -1.14605 1.90565
H10 3.50301 -0.73527 -0.30813
H11 1.89664 0.10773 1.37049
H12 -2.41258 -0.63791 -1.16517

Properties
maximum force: 3.2 eV Å⁻¹
relative energy (zero: lowest compared OMol25 entry of this formula, charge and spin): 94.4 kcal/mol
highest occupied orbital energy: -7.6 eV
structure (SMILES): CNN1CC1(C)C
multiplicity: 1
HOMO-LUMO gap: 8.68 eV

=====

# 3
Entry from OMol25: a 2-piece molecular cluster, CH4N2O4S2 overall in a non-equilibrium geometry (ωB97M-V with the def2-TZVPD basis set).

Element x y z (Å)
S1 -3.18670 0.04732 1.76253
S2 4.04033 -0.36141 -1.23745
O1 4.51850 0.31881 -2.47279
O2 -4.02985 -1.16285 1.57503
O3 5.16615 -0.61885 -0.29423
O4 -3.95046 1.29197 1.52215
N1 -0.89188 0.22271 0.01957
N2 -2.14298 -0.15002 0.24011
C1 -0.32852 1.12101 0.71760
H1 0.67996 1.39103 0.44101
H2 3.78361 -1.85386 -1.79887
H3 -0.79036 1.62939 1.56483
H4 -2.38788 -0.99931 -0.25449

Properties
maximum force: 1.6 eV Å⁻¹
relative energy (zero: lowest compared OMol25 entry of this formula, charge and spin): 0.0 kcal/mol
highest occupied orbital energy: -1.0 eV
multiplicity: 1
total charge: -2
HOMO-LUMO gap: 6.68 eV

=====

# 4
Entry from OMol25: C40H30N6O4Re as an isolated structure in a non-equilibrium geometry (ωB97M-V with the def2-TZVPD basis set).

Element x y z (Å)
Re1 12.40469 10.22745 13.47430
O1 12.97465 12.02799 14.28893
O2 10.24593 9.23230 12.59307
O3 10.29859 5.58442 10.45294
O4 12.04002 9.13455 15.19271
N1 10.65264 11.34782 14.07460
N2 14.51622 9.67743 13.37994
N3 12.54895 11.05392 11.72647
N4 10.84745 12.74765 13.95127
N5 12.51111 8.18776 12.37852
N6 11.55708 7.58205 11.68604
C1 13.68109 14.00392 10.68645
C2 9.24833 7.68126 11.06094
C3 17.14225 8.89917 13.21103
C4 10.63248 7.55198 16.23323
C5 12.48374 14.38632 14.35400
C6 9.25561 6.46003 10.37793
C7 9.35552 7.03925 16.54706
C8 10.96803 10.57681 9.41942
C9 15.45887 10.42365 13.93018
C10 10.35786 8.21960 11.88616
C11 15.99392 14.44904 10.91682
C12 14.82105 8.50382 12.78577
C13 10.83142 10.57080 7.02440
C14 7.15224 6.90077 9.38986
C15 16.13793 8.08264 12.71000
C16 9.63736 9.62761 15.45215
C17 11.52426 15.36715 14.31591
C18 12.65001 11.76588 8.09552
C19 13.23595 17.06931 14.39664
C20 11.98052 11.35514 6.95574
C21 10.84129 8.80379 15.59053
C22 12.81190 11.65747 10.66816
C23 8.43318 9.12432 15.90224
C24 8.20578 6.06293 9.59534
C25 14.71638 14.93095 10.76763
C26 12.12009 11.37628 9.35605
C27 16.81873 10.09029 13.84066
C28 13.95943 12.59582 10.69743
C29 7.08408 8.12253 10.03855
C30 9.72404 11.01260 14.89407
C31 8.10685 8.49165 10.91027
C32 16.32144 13.10245 10.94514
C33 10.30108 10.15558 8.24598
C34 8.23112 7.85086 16.37908
C35 13.73140 7.74919 12.23630
C36 13.80737 14.73787 14.48488
C37 12.10009 12.98043 14.19575
C38 11.91027 16.71129 14.34029
C39 14.22218 16.07303 14.48825
C40 15.27300 12.17629 10.83552
H1 11.10959 17.46916 14.22190
H2 13.56228 12.31487 8.07622
H3 12.44014 11.56394 5.98022
H4 11.02000 6.06706 10.88199
H5 9.23077 6.02608 16.87778
H6 16.81508 15.16738 10.98477
H7 10.44160 15.11703 14.25574
H8 13.91334 6.87964 11.58865
H9 10.36010 10.26185 6.12855
H10 17.35702 12.79111 11.03749
H11 7.23588 7.49166 16.69839
H12 12.62606 14.32436 10.46094
H13 8.13002 9.44436 11.44759
H14 15.07632 11.32668 14.37894
H15 15.42416 11.11290 10.84262
H16 6.28350 8.84300 9.79159
H17 8.33882 5.10582 9.09283
H18 7.58692 9.82915 15.92249
H19 18.19483 8.54606 13.18522
H20 10.58096 10.30307 10.35294
H21 13.48078 18.11515 14.35725
H22 14.57024 13.97736 14.51694
H23 9.09235 11.78567 15.35422
H24 17.55179 10.75198 14.22712
H25 15.28558 16.28680 14.48060
H26 14.47978 15.95971 10.65577
H27 6.36383 6.61624 8.70311
H28 9.46759 9.53018 8.30855
H29 16.29826 7.07022 12.42551
H30 11.49854 6.91266 16.37549

Properties
maximum force: 3.0 eV Å⁻¹
relative energy (zero: lowest compared OMol25 entry of this formula, charge and spin): 0.0 kcal/mol
highest occupied orbital energy (alpha / beta): -7.1 / -7.8 eV
multiplicity: 4
⟨S²⟩: 3.774
HOMO-LUMO gap (alpha / beta): 6.15 / 6.38 eV

=====

# 5
Entry from OMol25: an isolated molecule of C6H8S in a non-equilibrium geometry (ωB97M-V with the def2-TZVPD basis set).

Element x y z (Å)
S1 -3.21875 -0.13540 -0.17747
C1 -1.36671 -0.65853 -0.28484
C2 -0.02136 -1.14886 0.38172
C3 -0.22627 1.26414 -0.02690
C4 2.05866 -0.20414 -0.29238
C5 0.75405 0.17154 0.19973
C6 -1.43506 0.50816 0.43781
H1 0.01895 -1.20635 1.44867
H2 -0.00150 1.60627 -1.16017
H3 -1.00875 -0.35374 -1.39142
H4 0.44450 -1.97652 -0.16099
H5 -1.62374 0.51601 1.61198
H6 2.63659 -1.18856 -0.47380
H7 0.02074 2.21904 0.56459
H8 2.96865 0.58696 -0.67654

Properties
maximum force: 8.1 eV Å⁻¹
relative energy (zero: lowest compared OMol25 entry of this formula, charge and spin): 143.8 kcal/mol
highest occupied orbital energy: -8.9 eV
structure (SMILES): C=C1C[C@H]2S[C@@H]2C1
multiplicity: 1
HOMO-LUMO gap: 9.21 eV

=====

# 6
Entry from OMol25: an isolated ion of composition C4H8N and charge +1 in a non-equilibrium geometry (ωB97M-V with the def2-TZVPD basis set).

Element x y z (Å)
N1 -0.79243 -0.43415 -0.92432
C1 1.27761 -0.21406 -0.12652
C2 0.52380 -0.22048 -1.35505
C3 -1.43017 0.52218 -0.28405
C4 0.98229 -0.30040 1.32143
H1 1.91162 -0.20927 1.94614
H2 0.86917 0.59603 -1.91852
H3 -1.39306 0.17521 0.82708
H4 -2.58701 0.53409 -0.51007
H5 -1.07109 1.50422 -0.32348
H6 0.14984 0.32348 1.63191
H7 1.03041 -1.04003 -1.87908
H8 0.52901 -1.23681 1.59452

Properties
maximum force: 5.3 eV Å⁻¹
relative energy (zero: lowest compared OMol25 entry of this formula, charge and spin): 139.3 kcal/mol
highest occupied orbital energy (alpha / beta): -14.7 / -15.1 eV
multiplicity: 1
total charge: +1
HOMO-LUMO gap (alpha / beta): 7.96 / 8.16 eV

=====

# 7
Entry from OMol25: a 2-piece molecular cluster, CH5FNO overall in a non-equilibrium geometry (ωB97M-V with the def2-TZVPD basis set).

Element x y z (Å)
F1 0.29706 2.64100 0.10096
O1 0.23611 1.51638 -0.63137
N1 0.34988 -0.94385 -0.11410
C1 -0.60310 -0.02414 0.38401
H1 -0.16193 -1.53748 -0.71698
H2 -0.42346 0.16855 1.36889
H3 -1.61857 0.03997 -0.16584
H4 0.88710 -1.66401 0.37670
H5 1.03691 -0.19641 -0.60228

Properties
maximum force: 4.9 eV Å⁻¹
relative energy (zero: lowest compared OMol25 entry of this formula, charge and spin): 70.9 kcal/mol
highest occupied orbital energy: -15.8 eV
multiplicity: 1
total charge: +1
HOMO-LUMO gap: 9.59 eV

=====

# 8
Entry from OMol25: an isolated molecule of C5H11N3 in a non-equilibrium geometry (ωB97M-V with the def2-TZVPD basis set).

Element x y z (Å)
N1 0.68874 -1.14391 1.79367
N2 0.16251 0.68246 -1.47342
N3 0.94440 2.33545 0.01236
C1 0.90156 0.96854 -0.34722
C2 0.05769 -1.49896 -0.62212
C3 -0.03073 -0.75678 0.79634
C4 -1.42066 -0.26644 1.15137
C5 -0.36936 -0.53102 -1.63867
H1 1.57272 -1.55135 1.49233
H2 -2.06357 -1.12663 1.35500
H3 -0.55287 -2.40149 -0.63375
H4 1.70907 2.57957 0.62527
H5 0.05883 2.67061 0.37508
H6 -1.37334 0.31195 2.07262
H7 -1.09286 -0.69076 -2.42126
H8 1.82273 0.42365 -0.20415
H9 -0.25200 1.47507 -1.95691
H10 1.11621 -1.77732 -0.71632
H11 -1.87907 0.29734 0.33979

Properties
maximum force: 1.5 eV Å⁻¹
relative energy (zero: lowest compared OMol25 entry of this formula, charge and spin): 74.6 kcal/mol
highest occupied orbital energy (alpha / beta): -6.4 / -6.4 eV
multiplicity: 1
HOMO-LUMO gap (alpha / beta): 7.20 / 7.18 eV